Molecular formula: C2H6NO3
Method: DFT, the ωB97M-V functional and the def2-TZVPD basis

Each line ends with the Mulliken charge.
Geometry (Å):
1 N 1.24597 0.46330 -0.60757  -0.823
2 C 0.72881 -0.77774 -0.70920  0.635
3 O 0.78518 -1.44136 0.52969  -0.538
4 O 0.12390 -1.37310 -1.58970  -0.697
5 H 0.24281 1.20234 0.54033  0.431
6 H 1.61867 0.75232 -1.50232  0.106
7 H 1.44224 -0.95211 1.01942  0.362
8 C -1.70846 1.05330 0.68737  -0.592
9 O -0.48376 1.52840 1.18278  -0.595
10 H -1.77586 -0.04015 0.74271  0.216
11 H -2.53195 1.45572 1.28600  0.253
12 H -1.83903 1.31790 -0.37319  0.240

Force components x, y, z for each atom (eV/Å):
0.6735 -0.9235 -0.0168
-0.3750 0.6020 0.8165
-0.2547 -0.4317 -0.3664
0.3313 -0.0959 -0.5711
-0.5202 0.3238 0.4196
-0.5764 0.2470 -0.2431
0.1704 0.4066 0.3197
0.2111 -0.2592 -0.1957
0.4198 -0.0444 -0.2389
0.0274 -0.0580 0.0090
0.0598 0.1663 -0.0845
-0.1669 0.0672 0.1518

- energy above the lowest of the compared OMol25 structures with the same formula, charge and spin (eV) = 1.0257
- frontier orbital gap (eV) = 8.23
- total charge = -1
- HOMO level (eV) = -4.0
- E (Ha) = -360.33353